Record 1
Computed, not measured: a structure of composition C24H27Cl3InN2O4PS3, with ωB97M-V/def2-TZVPD.

## Properties
molecular weight	755.84	Da
calculated total energy	-121036.332	eV
ΔE to the lowest compared entry with this formula, charge and spin	191.7	kJ/mol

Each line ends with the natural charge from an NBO analysis.
Geometry (Å):
In1 0.7062 -0.0955 -1.0201  0.83
C1 -1.1503 -4.8675 -0.4302  -0.26
C2 -2.4490 -4.8645 -0.9090  -0.16
C3 -2.9340 -3.7238 -1.5272  -0.23
C4 -2.1022 -2.6157 -1.6513  0.17
N1 -0.8566 -2.6157 -1.1705  -0.44
C5 -0.3958 -3.7140 -0.5816  0.05
C6 -2.5597 -1.3650 -2.3235  0.17
C7 -3.6057 -1.3775 -3.2363  -0.24
C8 -4.0116 -0.1868 -3.8171  -0.15
C9 -3.3636 0.9820 -3.4669  -0.25
C10 -2.3137 0.9099 -2.5610  0.05
N2 -1.9116 -0.2365 -2.0074  -0.48
H1 -0.7334 -5.7400 0.0550  0.23
H2 -3.0794 -5.7371 -0.7985  0.22
H3 -3.9526 -3.6933 -1.8888  0.22
H4 0.6208 -3.6586 -0.2074  0.22
H5 -4.0878 -2.3067 -3.5064  0.22
H6 -4.8192 -0.1791 -4.5374  0.22
H7 -3.6481 1.9372 -3.8855  0.23
H8 -1.7576 1.7943 -2.2761  0.25
C11 0.0413 -4.5944 3.1868  -0.63
C12 -0.3217 -3.1812 3.6059  0.10
C13 -1.3581 -3.1408 4.7094  -0.62
O1 0.8672 -2.5269 4.1276  -0.85
P1 1.6706 -1.4552 3.2584  1.72
S1 2.1898 -1.9910 1.4743  -0.58
S2 0.3675 0.2054 3.4620  -0.22
O2 2.9348 -1.1803 4.1602  -0.84
C14 2.8691 -0.7745 5.5563  0.10
C15 3.8732 0.3399 5.7442  -0.63
C16 3.1528 -1.9852 6.4232  -0.63
H9 -0.8614 -5.1427 2.9138  0.21
H10 0.5372 -5.1081 4.0119  0.22
H11 0.7165 -4.5707 2.3338  0.23
H12 -0.6734 -2.6146 2.7393  0.20
H13 -0.9324 -3.5600 5.6227  0.21
H14 -2.2302 -3.7302 4.4262  0.22
H15 -1.6769 -2.1173 4.9090  0.22
H16 1.8632 -0.3997 5.7602  0.19
H17 4.8880 -0.0356 5.6002  0.21
H18 3.7842 0.7434 6.7544  0.21
H19 3.6943 1.1440 5.0322  0.24
H20 4.1342 -2.3960 6.1815  0.22
H21 2.4010 -2.7571 6.2606  0.22
H22 3.1398 -1.6909 7.4735  0.21
Cl1 -1.0630 4.9656 -0.8178  0.00
C17 0.5541 4.6113 -1.4773  -0.20
Cl2 1.6986 5.8016 -0.8674  0.04
Cl3 0.4936 4.7109 -3.2496  0.01
C18 0.9322 3.1378 -1.0514  0.75
O3 1.8864 2.9972 -0.2924  -0.68
O4 0.1578 2.2701 -1.5310  -0.84
S3 0.9673 1.4362 1.9057  0.20
C19 2.3671 2.2529 2.6492  -0.19
C20 3.6336 2.0004 2.1406  -0.21
C21 4.7243 2.6780 2.6663  -0.15
C22 4.5472 3.5969 3.6914  -0.22
C23 3.2761 3.8427 4.1956  -0.22
C24 2.1803 3.1745 3.6708  -0.21
H23 3.7522 1.2884 1.3350  0.24
H24 5.7145 2.4938 2.2697  0.21
H25 5.4010 4.1255 4.0959  0.21
H26 3.1371 4.5680 4.9871  0.22
H27 1.1834 3.3701 4.0460  0.22

Atoms 1-6, force components in eV/Å:
In 0.0520 0.2817 -0.2944
C -0.0319 -0.0549 0.0037
C 0.0198 0.0386 0.0030
C -0.0832 -0.0341 -0.0067
C 0.1095 -0.0489 0.0387
N -0.0667 0.0042 -0.0241

Record 2
Computed, not measured: a structure of composition C24H27F3I2P, with ωB97M-V/def2-TZVPD.

## Properties
molecular weight	657.26	Da
calculated total energy	-58968.578	eV
total charge	-1
ΔE to the lowest compared entry with this formula, charge and spin	0.0	kJ/mol

Each line ends with the natural charge from an NBO analysis.
Geometry (Å):
C1 4.6889 1.8850 -0.4641  -0.65
C2 4.1568 1.3007 -1.7585  -0.27
I1 5.7189 0.0003 -2.5443  -0.02
C3 2.7836 0.6619 -1.6738  -0.24
I2 2.9166 -1.3889 -0.5676  -0.33
C4 1.8142 1.5322 -1.0771  -0.88
P1 0.2068 1.5397 -1.8470  0.77
C5 -0.9195 0.9973 -0.4904  -0.95
C6 -0.1449 3.3463 -1.9404  -0.94
H1 5.6698 2.3327 -0.6152  0.20
H2 4.0063 2.6507 -0.0991  0.22
H3 4.7824 1.1040 0.2906  0.22
H4 4.0645 2.0611 -2.5311  0.22
H5 2.4735 0.3340 -2.6654  0.20
H6 2.1769 2.5557 -0.9670  0.19
H7 -0.8280 -0.0908 -0.4632  0.23
H8 -0.6115 1.3841 0.4837  0.21
H9 -1.9667 1.2345 -0.6860  0.20
H10 0.7405 3.7812 -2.4095  0.22
H11 -0.9965 3.5587 -2.5848  0.22
H12 -0.2826 3.8333 -0.9705  0.20
F1 5.5247 -1.0781 7.0021  -0.34
C7 5.1402 -1.0915 5.6981  0.39
C8 6.0240 -0.6346 4.7435  -0.30
C9 5.6214 -0.6551 3.4142  -0.19
C10 4.3618 -1.1186 3.0599  -0.23
C11 3.4989 -1.5675 4.0497  -0.18
C12 3.8821 -1.5610 5.3848  -0.30
H13 6.9987 -0.2733 5.0420  0.22
H14 6.2988 -0.3055 2.6455  0.22
H15 4.0504 -1.1307 2.0218  0.26
H16 2.5139 -1.9235 3.7767  0.22
H17 3.2269 -1.9098 6.1715  0.22
F2 -1.0472 -2.8064 -0.4650  -0.30
C13 -1.8942 -3.3155 0.4367  0.41
C14 -1.4760 -3.4176 1.7497  -0.28
C15 -2.3570 -3.9438 2.6824  -0.19
C16 -3.6255 -4.3602 2.3005  -0.25
C17 -4.0165 -4.2454 0.9736  -0.20
C18 -3.1509 -3.7170 0.0266  -0.29
H18 -0.4818 -3.0860 2.0156  0.24
H19 -2.0482 -4.0265 3.7165  0.21
H20 -4.3066 -4.7704 3.0341  0.21
H21 -5.0038 -4.5686 0.6696  0.21
H22 -3.4322 -3.6096 -1.0117  0.23
F3 -2.8331 2.0284 -2.7508  -0.31
C19 -4.0988 2.0329 -3.1893  0.41
C20 -5.1061 2.3980 -2.3169  -0.29
C21 -6.4130 2.4005 -2.7823  -0.19
C22 -6.6965 2.0392 -4.0921  -0.24
C23 -5.6627 1.6742 -4.9442  -0.19
C24 -4.3492 1.6700 -4.4988  -0.28
H23 -4.8573 2.6694 -1.3004  0.23
H24 -7.2144 2.6872 -2.1138  0.21
H25 -7.7183 2.0411 -4.4471  0.21
H26 -5.8780 1.3876 -5.9654  0.21
H27 -3.5237 1.3927 -5.1395  0.24

Atoms 1-6, force components in eV/Å:
C 0.0913 0.0161 -0.0556
C 0.0365 -0.1200 0.3010
I 0.0034 0.0152 -0.2171
C -0.5537 1.7809 -0.5228
I 0.0785 -1.0325 0.3996
C 0.3870 0.5051 -1.0616

Record 3
Computed, not measured: a structure of composition C24H27N4O6SW, with ωB97M-V/def2-TZVPD.

## Properties
molecular weight	683.41	Da
calculated total energy	-56202.517	eV
total charge	+3
ΔE to the lowest compared entry with this formula, charge and spin	6.7	kJ/mol

Each line ends with the natural charge from an NBO analysis.
Geometry (Å):
W1 0.4054 0.5651 -0.9416  2.23
O1 2.4179 0.7234 -1.1200  -0.47
N1 3.1294 1.0948 -0.0929  0.26
N2 2.4831 0.9765 0.9657  0.22
O2 1.2024 0.5526 0.8559  -0.49
C1 3.0147 1.2339 2.2780  0.10
C2 4.3923 1.3820 2.4063  -0.21
C3 4.8909 1.6621 3.6643  -0.17
C4 4.0294 1.7820 4.7503  -0.12
C5 2.6582 1.6229 4.5910  -0.18
C6 2.1299 1.3481 3.3417  -0.21
H1 5.0512 1.2876 1.5548  0.25
H2 5.9564 1.7857 3.7981  0.26
H3 4.4322 2.0013 5.7298  0.26
H4 1.9981 1.7189 5.4413  0.25
H5 1.0656 1.2289 3.2035  0.23
C7 -5.9200 2.6834 3.2946  -0.66
C8 -4.9988 1.9825 2.3520  0.13
C9 -5.4754 1.0040 1.4762  -0.21
C10 -4.6334 0.3670 0.5872  -0.11
C11 -3.2790 0.7282 0.5910  -0.42
C12 -2.7639 1.7048 1.4607  -0.18
C13 -3.6310 2.3162 2.3307  -0.19
S1 -2.2932 -0.0153 -0.5649  2.29
O3 -2.8912 -1.0967 -1.2501  -0.81
O4 -0.9036 -0.4603 0.0907  -0.85
N3 -1.4964 1.0304 -1.5117  -0.89
C14 -1.8493 2.4282 -1.7742  -0.34
C15 -0.7237 3.1461 -1.0493  0.77
O5 -0.7069 4.0386 -0.3023  -0.39
O6 0.4951 2.3905 -1.3052  -0.63
H6 -6.8851 2.1881 3.3616  0.25
H7 -6.0863 3.7074 2.9498  0.27
H8 -5.4817 2.7493 4.2904  0.25
H9 -6.5237 0.7370 1.4937  0.26
H10 -5.0046 -0.3900 -0.0900  0.27
H11 -1.7118 1.9652 1.4680  0.22
H12 -3.2589 3.0664 3.0165  0.25
H13 -2.8167 2.7125 -1.3645  0.28
H14 -1.8204 2.6316 -2.8446  0.28
C16 2.0557 -4.8619 -2.0145  -0.42
N4 1.6478 -3.8392 -0.9944  -0.33
C17 2.7960 -2.9518 -0.6446  -0.42
C18 0.3913 -3.0561 -1.3470  -0.24
C19 0.5530 -2.1528 -2.5445  -0.05
C20 0.4784 -2.7346 -3.8039  -0.18
C21 0.6908 -2.0035 -4.9684  -0.12
C22 0.9794 -0.6510 -4.8955  -0.18
C23 0.9929 -0.0264 -3.6580  -0.11
C24 0.7610 -0.7543 -2.4813  -0.39
H15 2.8516 -5.4650 -1.5848  0.26
H16 2.4191 -4.3505 -2.9006  0.24
H17 1.2010 -5.4912 -2.2499  0.24
H18 1.4035 -4.3639 -0.1518  0.44
H19 3.0714 -2.3766 -1.5254  0.24
H20 3.6326 -3.5696 -0.3283  0.26
H21 2.4959 -2.2955 0.1708  0.21
H22 0.1234 -2.5183 -0.4394  0.23
H23 -0.3834 -3.7989 -1.5346  0.26
H24 0.2387 -3.7874 -3.8882  0.24
H25 0.6309 -2.4963 -5.9297  0.26
H26 1.1729 -0.0774 -5.7918  0.27
H27 1.1992 1.0412 -3.6267  0.24

Atoms 1-6, force components in eV/Å:
W 0.2097 0.1382 0.0154
O 0.0937 0.0155 0.0231
N 0.0609 -0.0016 -0.1264
N -0.1097 0.0147 0.1488
O -0.0231 0.0436 0.0774
C 0.0050 -0.0083 0.0085

Record 4
Computed, not measured: the molecule C24H27N5O4S, with ωB97M-V/def2-TZVPD.

## Properties
structure (SMILES)	Cc1cccc(OCc2nnc(SCC(=O)Nc3cccc(C(=O)N4CCOCC4)c3)n2C)c1
molecular weight	481.58	Da
calculated total energy	-51802.481	eV
ΔE to the lowest compared entry with this formula, charge and spin	279.3	kJ/mol

Each line ends with the natural charge from an NBO analysis.
Geometry (Å):
C1 10.1948 1.0673 -0.0679  -0.63
C2 9.1050 0.0461 0.0480  0.03
C3 9.4195 -1.2931 0.2656  -0.25
C4 8.4175 -2.2350 0.3726  -0.18
C5 7.0829 -1.8724 0.2684  -0.33
C6 6.7610 -0.5412 0.0515  0.39
O1 5.4861 -0.0495 -0.0613  -0.52
C7 4.4077 -0.9561 0.0240  -0.11
C8 3.1423 -0.2076 -0.1933  0.31
N1 2.2222 -0.5265 -1.0565  -0.26
N2 1.2213 0.3599 -0.9484  -0.37
C9 1.5486 1.2198 -0.0134  0.19
S1 0.6133 2.5806 0.5189  0.29
C10 -0.6512 2.6437 -0.7940  -0.60
C11 -1.8389 1.7199 -0.5214  0.67
O2 -2.9133 2.1689 -0.1824  -0.61
N3 -1.5393 0.4201 -0.7262  -0.63
C12 -2.3717 -0.6909 -0.5729  0.16
C13 -1.8860 -1.9280 -0.9956  -0.23
C14 -2.6713 -3.0577 -0.8701  -0.20
C15 -3.9443 -2.9726 -0.3306  -0.22
C16 -4.4349 -1.7413 0.0838  -0.03
C17 -5.7734 -1.6549 0.7464  0.65
O3 -6.0254 -2.2979 1.7505  -0.62
N4 -6.6770 -0.8189 0.1837  -0.43
C18 -6.5424 -0.0801 -1.0503  -0.25
C19 -6.7134 1.4182 -0.7635  -0.08
O4 -7.9454 1.6715 -0.1261  -0.52
C20 -8.0497 0.9579 1.0863  -0.08
C21 -7.9347 -0.5511 0.8508  -0.26
C22 -3.6441 -0.6042 -0.0213  -0.27
N5 2.7671 0.9078 0.5071  -0.35
C23 3.4663 1.5933 1.5556  -0.42
C24 7.7750 0.4092 -0.0560  -0.30
H1 10.7795 1.1011 0.8505  0.22
H2 9.7858 2.0560 -0.2570  0.21
H3 10.8705 0.8073 -0.8814  0.22
H4 10.4540 -1.5908 0.3491  0.21
H5 8.6677 -3.2721 0.5403  0.22
H6 6.3203 -2.6298 0.3548  0.22
H7 4.3868 -1.4351 1.0162  0.19
H8 4.4714 -1.7319 -0.7481  0.22
H9 -1.0022 3.6753 -0.7991  0.26
H10 -0.1553 2.3980 -1.7318  0.25
H11 -0.5783 0.2083 -1.0237  0.44
H12 -0.8909 -1.9920 -1.4117  0.22
H13 -2.2871 -4.0137 -1.1932  0.22
H14 -4.5595 -3.8525 -0.2236  0.22
H15 -5.5766 -0.2729 -1.5139  0.23
H16 -7.3405 -0.4012 -1.7331  0.19
H17 -6.7292 1.9866 -1.6945  0.20
H18 -5.8811 1.7743 -0.1393  0.18
H19 -9.0243 1.2112 1.5062  0.20
H20 -7.2580 1.2790 1.7800  0.17
H21 -7.9440 -1.0991 1.7936  0.25
H22 -8.7635 -0.8895 0.2181  0.19
H23 -4.0053 0.3458 0.3347  0.25
H24 3.2034 1.1696 2.5276  0.21
H25 4.5377 1.4957 1.3910  0.24
H26 3.1819 2.6452 1.5417  0.23
H27 7.4939 1.4372 -0.2279  0.22

Atoms 1-6, force components in eV/Å:
C 0.0085 -0.0123 0.0053
C -0.1458 -0.0163 0.0036
C -0.0126 -0.1043 0.0125
C 0.1611 0.0425 0.0015
C -0.3988 0.0448 -0.0322
C 0.1545 0.0151 0.0639

Which formula does entry 3 have? C24H27N4O6SW

What is the calculated total energy in the fourth record? -51802.481 eV

Which of these has the highest ΔE to the lowest compared entry with this formula, charge and spin? C24H27N5O4S

The highest molecular weight belongs to which entry? C24H27Cl3InN2O4PS3